DFT (ωB97M-V/def2-TZVPD) results for a structure of composition C47H42BrMgN2O3P2S8.

## Properties
relative energy (zero: lowest compared OMol25 entry of this formula, charge and spin)	4.5	kcal per mole
M	1105.56	g/mol
net charge	-1
2S+1	1
gap between HOMO and LUMO	6.5	eV

Each line ends with the Löwdin charge.
Cartesian coordinates (Å):
1 Mg -0.153 -0.148 -0.073  0.314
2 S 0.157 0.321 2.594  0.308
3 P 1.984 0.157 1.752  0.402
4 C 2.007 0.146 0.055  -0.585
5 P 2.575 1.496 -0.796  0.381
6 S 1.661 3.276 -0.759  0.248
7 C 2.681 0.939 -2.541  -0.341
8 C 2.345 -0.357 -2.904  -0.116
9 C 2.455 -0.773 -4.225  -0.112
10 C 2.897 0.111 -5.196  -0.131
11 C 3.227 1.415 -4.840  -0.103
12 C 3.120 1.823 -3.523  -0.097
13 C 4.358 1.797 -0.446  -0.329
14 C 5.246 0.732 -0.587  -0.096
15 C 6.593 0.896 -0.321  -0.093
16 C 7.070 2.134 0.094  -0.107
17 C 6.193 3.197 0.234  -0.097
18 C 4.842 3.029 -0.040  -0.113
19 C 3.143 1.313 2.563  -0.321
20 C 2.690 2.572 2.940  -0.108
21 C 3.565 3.492 3.492  -0.087
22 C 4.898 3.159 3.680  -0.101
23 C 5.355 1.903 3.308  -0.095
24 C 4.482 0.985 2.749  -0.084
25 C 2.651 -1.479 2.293  -0.345
26 C 2.312 -2.040 3.521  -0.095
27 C 2.820 -3.274 3.893  -0.082
28 C 3.677 -3.963 3.043  -0.083
29 C 4.029 -3.410 1.823  -0.080
30 C 3.515 -2.175 1.451  -0.118
31 H 1.990 -1.032 -2.132  0.066
32 H 2.171 -1.785 -4.504  0.090
33 H 2.955 -0.202 -6.229  0.099
34 H 3.551 2.116 -5.599  0.099
35 H 3.356 2.844 -3.246  0.095
36 H 4.866 -0.234 -0.905  0.095
37 H 7.273 0.061 -0.436  0.096
38 H 8.123 2.267 0.306  0.093
39 H 6.557 4.161 0.564  0.099
40 H 4.145 3.852 0.069  0.055
41 H 1.648 2.824 2.786  0.078
42 H 3.206 4.473 3.773  0.098
43 H 5.582 3.877 4.112  0.095
44 H 6.397 1.640 3.439  0.101
45 H 4.851 0.013 2.447  0.102
46 H 1.621 -1.510 4.166  0.075
47 H 2.536 -3.708 4.843  0.098
48 H 4.063 -4.934 3.328  0.100
49 H 4.696 -3.941 1.157  0.092
50 H 3.763 -1.729 0.491  0.085
51 C -3.232 -1.088 0.614  -0.048
52 O -1.900 -1.553 0.445  -0.197
53 C -1.722 -2.885 0.247  -0.214
54 C -2.717 -3.840 0.216  -0.040
55 C -2.347 -5.169 0.021  -0.668
56 Br -3.716 -6.482 -0.011  0.730
57 C -1.041 -5.556 -0.159  -0.071
58 C -0.035 -4.585 -0.150  -0.067
59 C -0.386 -3.260 0.069  -0.171
60 O 0.483 -2.216 0.079  -0.032
61 C 1.367 -4.960 -0.393  -0.260
62 N 1.938 -6.058 0.016  0.193
63 C 3.247 -5.963 -0.421  -0.240
64 C 4.318 -6.834 -0.231  -0.023
65 C 5.545 -6.466 -0.742  -0.102
66 C 5.720 -5.257 -1.435  -0.099
67 C 4.672 -4.379 -1.635  -0.023
68 C 3.441 -4.759 -1.113  -0.213
69 N 2.218 -4.131 -1.085  0.187
70 H -3.693 -1.582 1.473  0.107
71 H -3.805 -1.266 -0.299  0.101
72 H -3.137 -0.021 0.800  0.083
73 H -3.756 -3.577 0.331  0.103
74 H -0.774 -6.591 -0.311  0.111
75 H 1.395 -2.423 0.343  0.089
76 H 4.181 -7.759 0.310  0.107
77 H 6.397 -7.118 -0.605  0.094
78 H 6.700 -5.005 -1.817  0.098
79 H 4.804 -3.441 -2.158  0.113
80 H 1.967 -3.278 -1.558  0.143
81 C -0.142 -3.692 -3.764  -0.415
82 S -1.353 -3.050 -4.939  0.808
83 C -0.837 -1.379 -5.020  -1.020
84 C -0.903 -0.484 -4.005  -1.098
85 S -1.480 -0.755 -2.399  0.622
86 S -0.367 1.128 -4.434  0.916
87 C -0.003 0.853 -6.098  -1.501
88 S 0.526 2.023 -7.135  0.493
89 S -0.232 -0.791 -6.551  0.887
90 H -0.431 -4.714 -3.531  0.033
91 H -0.197 -3.085 -2.861  -0.018
92 H 0.862 -3.683 -4.186  0.030
93 O -1.307 1.418 -0.130  -0.666
94 S -1.578 2.563 -1.080  0.903
95 C -1.665 4.004 0.032  -0.316
96 C -3.120 4.461 0.111  -0.232
97 C -3.971 3.204 -0.044  -0.237
98 C -3.384 2.504 -1.260  -0.311
99 H -0.961 4.752 -0.315  0.066
100 H -1.301 3.594 0.972  0.098
101 H -3.341 5.150 -0.709  0.111
102 H -3.311 4.990 1.046  0.112
103 H -5.032 3.427 -0.170  0.111
104 H -3.861 2.567 0.838  0.111
105 H -3.623 3.031 -2.185  0.097
106 H -3.631 1.450 -1.385  0.075

Forces on atoms 1 to 6 (eV/Å):
0.23 -0.04 -0.08
-0.05 -0.06 -0.14
0.31 -0.28 -0.19
-0.14 0.40 0.31
0.02 -0.15 -0.11
-0.12 0.05 0.03

---

DFT (ωB97M-V/def2-TZVPD) results for a structure of composition C66H55Li2N11O26P in a non-equilibrium geometry.

## Properties
M	1463.07	g/mol
net charge	-1
2S+1	1
gap between HOMO and LUMO	7.3	eV

Each line ends with the Löwdin charge.
Cartesian coordinates (Å):
1 Li 13.099 16.221 15.606  0.554
2 Li 11.660 20.748 16.159  0.583
3 P 12.428 18.528 16.001  0.034
4 O 12.735 17.757 14.638  -0.474
5 O 10.924 18.973 16.240  -0.476
6 O 13.256 19.835 16.165  -0.468
7 O 12.873 17.507 17.107  -0.447
8 C 10.215 16.087 13.886  -0.039
9 C 10.062 14.784 13.405  -0.091
10 C 9.020 14.056 13.899  -0.037
11 C 8.251 14.498 14.966  -0.147
12 C 8.410 15.770 15.562  0.020
13 C 9.458 16.545 15.036  -0.013
14 N 7.127 13.659 15.427  -0.356
15 O 7.096 12.484 15.099  0.056
16 O 6.259 14.215 16.079  0.060
17 H 11.074 16.732 13.715  0.065
18 H 10.595 14.457 12.539  0.098
19 H 8.708 13.072 13.466  0.133
20 H 7.857 15.957 16.455  0.092
21 H 9.752 17.453 15.513  0.050
22 C 17.538 19.894 14.513  -0.059
23 C 16.289 19.486 15.019  -0.063
24 C 15.955 18.176 15.086  -0.002
25 C 16.794 17.219 14.595  -0.161
26 C 17.989 17.666 14.026  -0.012
27 C 18.388 18.983 13.972  -0.068
28 N 16.527 15.801 14.694  -0.316
29 O 17.350 14.958 14.349  0.089
30 O 15.482 15.510 15.238  0.049
31 H 17.756 20.959 14.526  0.110
32 H 15.648 20.227 15.365  0.078
33 H 15.025 17.917 15.545  0.081
34 H 18.693 16.926 13.703  0.114
35 H 19.283 19.247 13.421  0.113
36 C 15.510 11.266 12.791  -0.031
37 C 15.165 12.592 12.504  -0.028
38 C 14.198 13.345 13.226  0.046
39 C 13.769 12.621 14.307  -0.180
40 C 14.160 11.399 14.772  -0.010
41 C 15.066 10.697 14.005  -0.048
42 N 12.695 13.203 15.092  -0.276
43 O 11.841 12.603 15.687  0.140
44 O 12.726 14.468 14.936  -0.068
45 H 16.181 10.752 12.141  0.100
46 H 15.438 12.992 11.583  0.048
47 H 13.821 14.307 12.900  0.115
48 H 13.802 11.065 15.730  0.125
49 H 15.296 9.676 14.334  0.113
50 C 9.998 17.359 18.972  -0.060
51 C 8.681 17.680 18.832  -0.076
52 C 7.736 17.541 19.868  0.022
53 C 8.267 17.036 21.020  -0.165
54 C 9.532 16.629 21.223  -0.045
55 C 10.437 16.903 20.228  -0.033
56 N 7.274 16.813 22.139  -0.345
57 O 7.658 16.325 23.147  0.090
58 O 6.137 17.186 21.857  0.049
59 H 10.748 17.574 18.156  0.095
60 H 8.335 18.083 17.884  0.109
61 H 6.692 17.792 19.857  0.117
62 H 9.878 16.266 22.134  0.106
63 H 11.489 16.599 20.349  0.108
64 C 9.117 21.953 16.432  -0.089
65 C 10.158 22.888 16.613  -0.080
66 C 10.692 23.428 15.478  -0.043
67 C 10.129 23.185 14.239  -0.129
68 C 9.034 22.308 14.057  0.027
69 C 8.585 21.658 15.224  -0.066
70 N 10.738 23.947 13.069  -0.337
71 O 11.942 23.803 12.855  0.079
72 O 9.975 24.690 12.500  0.101
73 H 8.717 21.442 17.383  0.124
74 H 10.463 23.110 17.632  0.109
75 H 11.578 24.112 15.532  0.146
76 H 8.669 22.024 13.054  0.134
77 H 7.866 20.908 14.976  0.112
78 C 13.061 21.045 19.875  -0.024
79 C 12.832 22.165 20.637  -0.062
80 C 11.551 22.634 20.705  -0.018
81 C 10.575 21.879 20.106  -0.173
82 C 10.720 20.733 19.332  -0.006
83 C 12.021 20.359 19.202  -0.041
84 N 9.170 22.192 20.382  -0.321
85 O 8.329 21.625 19.720  0.064
86 O 8.971 22.949 21.359  0.049
87 H 14.058 20.647 19.875  0.090
88 H 13.574 22.759 21.135  0.109
89 H 11.209 23.528 21.234  0.128
90 H 9.906 20.227 18.876  0.093
91 H 12.295 19.550 18.534  0.067
92 C 9.334 13.271 21.188  -0.072
93 C 9.028 13.184 22.559  -0.049
94 C 9.547 12.105 23.265  0.017
95 C 10.413 11.184 22.571  -0.124
96 C 10.744 11.264 21.207  0.003
97 C 10.181 12.369 20.585  -0.094
98 N 11.143 10.145 23.322  -0.365
99 O 10.818 9.972 24.491  0.059
100 O 11.985 9.530 22.712  0.071
101 H 8.908 13.988 20.522  0.096
102 H 8.322 13.839 23.026  0.088
103 H 9.394 11.960 24.354  0.125
104 H 11.180 10.485 20.609  0.117
105 H 10.260 12.570 19.472  0.128
106 C 16.308 18.951 18.978  -0.050
107 C 17.275 18.444 19.837  -0.099
108 C 16.995 17.491 20.788  -0.007
109 C 15.675 17.059 20.801  -0.171
110 C 14.711 17.488 19.897  -0.020
111 C 14.968 18.476 18.973  -0.068
112 N 15.269 16.120 21.801  -0.342
113 O 14.076 15.944 21.937  0.070
114 O 16.127 15.635 22.545  0.056
115 H 16.595 19.758 18.264  0.118
116 H 18.242 18.975 19.878  0.115
117 H 17.811 17.131 21.478  0.144
118 H 13.722 17.076 19.935  0.098
119 H 14.266 18.977 18.332  0.064
120 C 13.703 13.790 19.107  -0.051
121 C 14.721 12.992 19.536  -0.072
122 C 16.043 13.327 19.274  0.004
123 C 16.320 14.481 18.579  -0.146
124 C 15.333 15.314 18.121  -0.026
125 C 14.028 14.914 18.355  -0.074
126 N 17.732 14.766 18.247  -0.308
127 O 18.089 15.943 18.068  0.059
128 O 18.471 13.789 18.172  0.071
129 H 12.630 13.458 19.241  0.119
130 H 14.530 12.052 19.984  0.098
131 H 16.782 12.659 19.653  0.115
132 H 15.555 16.263 17.622  0.116
133 H 13.259 15.619 18.170  0.067
134 C 13.846 20.571 13.287  -0.048
135 C 14.749 21.365 12.563  -0.053
136 C 14.440 21.964 11.334  -0.021
137 C 13.213 21.786 10.782  -0.188
138 C 12.241 21.024 11.439  -0.013
139 C 12.535 20.449 12.694  -0.040
140 N 12.785 22.318 9.489  -0.354
141 O 11.871 21.763 8.907  0.067
142 O 13.436 23.235 9.042  0.080
143 H 13.969 20.165 14.288  0.041
144 H 15.718 21.655 13.057  0.109
145 H 15.122 22.661 10.865  0.119
146 H 11.286 20.849 10.942  0.117
147 H 11.812 19.819 13.192  0.092
148 C 14.179 17.140 11.926  -0.010
149 C 13.068 16.751 11.168  -0.059
150 C 13.059 15.759 10.187  -0.001
151 C 14.238 15.065 10.031  -0.153
152 C 15.392 15.337 10.821  -0.037
153 C 15.366 16.363 11.722  -0.053
154 N 14.312 14.016 9.011  -0.354
155 O 15.284 13.300 9.052  0.070
156 O 13.338 13.854 8.295  0.072
157 H 14.015 17.859 12.713  0.070
158 H 12.087 17.232 11.307  0.115
159 H 12.209 15.498 9.557  0.125
160 H 16.286 14.763 10.754  0.109
161 H 16.316 16.676 12.231  0.108

Forces on atoms 1 to 6 (eV/Å):
0.10 0.16 0.28
-0.22 -0.21 0.14
-0.09 -1.40 0.51
-0.68 1.32 1.26
1.45 0.21 -0.76
-0.14 0.19 -0.45

---

DFT (ωB97M-V/def2-TZVPD) results for a structure of composition C4H8O2.

## Properties
relative energy (zero: lowest compared OMol25 entry of this formula, charge and spin)	92.2	kcal per mole
M	88.11	g/mol
2S+1	1
gap between HOMO and LUMO	9.8	eV

Each line ends with the Löwdin charge.
Cartesian coordinates (Å):
1 C 1.186 1.344 0.171  -0.097
2 C 0.596 0.128 -0.244  -0.211
3 O 0.149 -0.362 1.554  -0.172
4 C -0.790 0.063 -0.819  -0.141
5 C -1.419 -1.280 -0.500  -0.267
6 O -1.151 -2.281 -1.120  0.054
7 H 0.761 0.720 1.364  0.118
8 H 2.271 1.424 0.132  0.064
9 H 0.630 2.264 -0.007  0.069
10 H 1.224 -0.732 -0.478  0.136
11 H 0.752 -1.037 1.908  0.062
12 H -0.712 0.166 -1.909  0.137
13 H -1.392 0.886 -0.420  0.125
14 H -2.104 -1.301 0.368  0.124

Forces on atoms 1 to 6 (eV/Å):
0.02 0.03 -0.35
0.12 0.26 -0.25
0.26 -0.05 0.27
-0.01 0.05 0.02
0.13 -0.30 -0.17
-0.14 0.42 0.26

---

DFT (ωB97M-V/def2-TZVPD) results for a cluster of 2 separate species, C7H9ClN2O4 in total in a non-equilibrium geometry.

## Properties
relative energy (zero: lowest compared OMol25 entry of this formula, charge and spin)	90.5	kcal per mole
M	220.61	g/mol
2S+1	1
gap between HOMO and LUMO (alpha / beta)	8.2 / 6.1	eV

Each line ends with the Löwdin charge.
Cartesian coordinates (Å):
1 C 1.181 0.637 0.153  -0.574
2 C -0.277 -0.716 -1.249  -0.476
3 C 4.847 0.887 -2.399  -0.454
4 C -2.151 0.412 -0.164  -0.105
5 C -1.589 1.224 0.793  -0.166
6 C 1.119 -2.045 -2.604  -0.021
7 C -1.311 2.522 2.595  -0.085
8 N 0.818 -0.403 -0.550  0.017
9 N -1.442 -0.102 -1.260  0.096
10 O 5.823 0.340 -2.202  0.226
11 O 3.845 1.423 -2.493  0.211
12 O -0.203 -1.755 -2.044  -0.038
13 O -2.178 1.625 1.896  -0.131
14 Cl 0.877 2.249 -0.454  0.583
15 H 2.149 0.503 0.636  0.061
16 H -3.228 0.603 -0.376  0.124
17 H 1.151 -3.052 -2.959  0.069
18 H 1.906 -1.788 -1.838  0.099
19 H 1.202 -1.524 -3.603  0.107
20 H -1.818 2.721 3.607  0.110
21 H -1.305 3.433 1.982  0.088
22 H -0.328 2.023 2.762  0.090
23 H -2.017 -0.729 -1.850  0.169

Forces on atoms 1 to 6 (eV/Å):
-0.47 0.31 -0.40
4.31 1.93 2.24
-0.56 0.17 0.57
-0.71 2.73 1.28
0.00 -2.19 -1.09
0.12 1.22 -0.53